[1]
Computed, not measured: a cluster of 2 separate species, H3O4PSi in total at a distorted geometry, with ωB97M-V with the def2-TZVPD basis set.

Values from the calculation:
Largest force on an atom: 4.02 eV Å⁻¹
Kohn-Sham gap: 5.527 eV
Spin multiplicity: 1
Total charge: -2

Last column: Löwdin charge in e.
Atoms and positions in Å:
O  0.862  -1.438  1.589  -0.48
O  1.355  1.005  1.409  -0.50
O  2.794  -0.372  -2.887  -0.75
O  -2.169  -0.104  -1.006  -0.54
Si  -1.638  0.314  0.359  0.16
P  0.651  -0.198  0.798  0.51
H  1.830  -0.352  -3.093  -0.23
H  -1.935  -0.483  1.606  -0.10
H  -1.750  1.630  1.226  -0.08

***

[2]
Computed, not measured: a structure of composition C41H24BCrF4N10, with ωB97M-V with the def2-TZVPD basis set.

Values from the calculation:
Largest force on an atom: 0.67 eV Å⁻¹
Kohn-Sham gap (spin up / spin down): 5.957 / 4.928 eV
Spin multiplicity: 5
Total charge: -1

Last column: Löwdin spin population.
Atoms and positions in Å:
Cr  -0.049  0.508  0.388  2.97
C  5.288  1.071  -3.983  0.01
C  5.046  2.428  -3.706  0.05
C  4.007  2.813  -2.881  0.00
C  3.226  1.809  -2.321  0.06
C  2.034  1.838  -1.499  0.10
N  1.622  0.564  -1.191  0.01
C  2.454  -0.283  -1.895  0.25
N  2.431  -1.661  -2.012  0.01
C  2.019  -2.326  -1.015  0.12
C  1.814  -3.771  -0.573  0.01
C  2.500  -5.081  -0.705  0.00
C  2.247  -6.019  0.229  0.00
C  1.350  -5.976  1.422  0.00
C  0.530  -5.010  1.880  0.00
C  0.422  -3.703  1.159  0.00
C  -0.231  -2.425  1.591  0.00
N  -0.915  -2.107  2.598  0.00
C  -1.238  -0.816  2.910  0.01
N  -1.015  0.330  2.146  -0.01
C  -1.471  1.386  2.865  0.00
N  -1.560  2.685  2.443  0.00
C  -0.999  3.138  1.396  0.01
N  -0.017  2.507  0.557  0.01
C  0.230  3.116  -0.657  0.06
N  1.341  2.931  -1.309  0.13
C  -0.862  3.857  -1.500  0.00
C  -0.754  5.347  -1.790  0.00
C  -1.329  6.391  -1.168  0.00
C  -2.109  6.517  0.098  0.00
C  -2.180  5.597  1.070  0.00
C  -1.373  4.401  0.762  0.00
C  -1.989  0.950  4.100  0.00
C  -2.599  1.634  5.172  0.00
C  -3.040  0.903  6.239  0.00
C  -2.885  -0.515  6.268  0.00
C  -2.301  -1.195  5.239  0.00
C  -1.844  -0.457  4.121  0.00
N  0.307  -1.448  0.625  -0.04
C  3.456  0.462  -2.602  0.04
C  4.501  0.074  -3.445  0.04
H  6.107  0.808  -4.642  0.00
H  5.678  3.181  -4.159  0.00
H  3.796  3.855  -2.678  0.00
H  3.196  -5.294  -1.506  0.00
H  2.767  -6.965  0.123  0.00
H  1.383  -6.889  2.007  0.00
H  -0.027  -5.170  2.795  0.00
H  -0.228  5.550  -2.717  0.00
H  -1.188  7.345  -1.668  0.00
H  -2.634  7.457  0.221  0.00
H  -2.777  5.721  1.963  0.00
H  -2.713  2.709  5.131  0.00
H  -3.519  1.396  7.076  0.00
H  -3.247  -1.059  7.133  0.00
H  -2.189  -2.271  5.268  0.00
H  4.675  -0.970  -3.667  0.00
N  -2.313  -0.158  -2.227  0.01
C  -2.028  -1.509  -2.217  0.01
C  -2.573  -2.373  -3.155  0.00
C  -2.231  -3.719  -3.175  0.02
C  -1.334  -4.211  -2.249  0.00
C  -0.746  -3.372  -1.294  0.02
C  0.255  -4.011  -0.377  0.01
C  1.850  -3.234  0.884  0.00
C  1.709  -1.819  0.365  0.02
N  -0.558  -1.105  -0.415  0.01
C  -1.092  -2.021  -1.283  -0.01
H  -2.258  0.371  -1.369  0.00
H  -3.111  0.111  -2.779  0.00
H  -3.274  -1.973  -3.880  0.00
H  -2.675  -4.379  -3.910  0.00
H  -1.072  -5.262  -2.247  0.00
H  0.081  -5.077  -0.479  0.00
H  2.650  -3.469  1.577  0.00
H  2.390  -1.057  0.743  0.00
F  -0.796  3.216  -2.758  0.00
B  -2.165  3.649  -0.641  0.00
F  -0.030  4.987  0.595  0.00
F  -3.334  4.268  -1.038  0.00
F  -2.491  2.279  -0.372  0.01

***

[3]
Computed, not measured: a cluster of 2 separate species, C2H4Cl2OS in total at a distorted geometry, with ωB97M-V with the def2-TZVPD basis set.

Values from the calculation:
Largest force on an atom: 2.22 eV Å⁻¹
Kohn-Sham gap: 9.774 eV
Spin multiplicity: 1
SMILES: C=C(Cl)Cl.OS

Last column: Löwdin charge in e.
Atoms and positions in Å:
C  -1.264  1.140  -1.110  -0.10
C  -0.634  0.883  -2.230  -1.23
O  1.288  -0.985  0.559  -0.58
S  1.728  -2.578  0.786  0.66
Cl  1.001  1.372  -2.454  0.61
Cl  -1.235  -0.091  -3.541  0.60
H  -2.162  0.591  -0.853  0.07
H  -0.676  1.535  -0.281  0.07
H  2.507  -2.474  2.023  -0.09
H  2.021  -0.512  0.160  0.00

***

[4]
Computed, not measured: a cluster of 2 separate species, C5H10ClF3N3 in total at a distorted geometry, with ωB97M-V with the def2-TZVPD basis set.

Values from the calculation:
Largest force on an atom: 5.11 eV Å⁻¹
Kohn-Sham gap: 7.533 eV
Spin multiplicity: 1
Total charge: +1

Last column: Löwdin charge in e.
Atoms and positions in Å:
C  1.747  -1.356  1.812  0.11
C  1.546  -0.788  0.675  -0.12
C  -0.007  2.392  -0.860  -0.41
C  0.787  0.681  0.850  -0.27
C  1.354  -1.337  -0.694  -0.49
N  -0.539  0.257  0.991  0.07
N  0.846  1.850  -0.085  0.08
N  -3.175  -0.791  -1.311  0.01
F  0.958  -0.459  -1.673  0.11
F  0.255  -2.133  -0.725  0.13
F  2.550  -2.011  -1.000  0.12
Cl  0.205  4.047  -1.418  0.79
H  1.542  -2.371  2.057  0.10
H  1.634  -0.683  2.708  0.11
H  -0.853  1.701  -1.024  0.12
H  1.077  0.915  1.926  0.17
H  -0.896  0.366  0.037  0.05
H  -1.163  0.617  1.735  0.14
H  1.711  2.383  -0.066  0.16
H  -4.160  -0.922  -1.270  0.00
H  -2.556  -1.101  -0.513  0.02
H  -2.861  -1.259  -2.151  0.01

***

[5]
Computed, not measured: a cluster of 3 separate species, C20H44N2O14P2 in total at a distorted geometry, with ωB97M-V with the def2-TZVPD basis set.

Values from the calculation:
Largest force on an atom: 8.73 eV Å⁻¹
Kohn-Sham gap: 8.598 eV
Spin multiplicity: 1
SMILES: CCOCCOC(=O)N(CCCP(=O)(OCC)OCC)P(=N)(O)O.CCOC(=O)OC.CCOC(=O)OC

Last column: Löwdin charge in e.
Atoms and positions in Å:
C  3.315  -0.934  0.204  -0.07
C  4.363  -0.202  -0.861  -0.23
O  5.551  0.165  -0.072  -0.21
C  6.251  1.333  -0.629  -0.16
C  5.425  2.753  -0.360  -0.15
O  4.710  2.581  0.924  -0.06
C  3.912  3.800  1.135  -0.29
O  4.493  5.025  1.185  -0.02
N  2.398  3.669  1.264  -0.13
C  1.735  3.972  -0.091  -0.21
C  1.142  2.626  -0.817  -0.17
C  -0.385  2.940  -1.400  -0.22
P  -1.533  1.400  -1.397  0.80
O  -1.254  0.655  -2.799  -0.39
O  -3.235  1.763  -1.375  -0.34
C  -3.508  3.202  -1.510  -0.27
C  -3.247  3.821  -3.009  -0.10
O  -1.073  0.203  -0.168  -0.29
C  -1.470  0.660  1.173  -0.29
C  -1.189  -0.631  2.198  -0.09
P  1.764  4.894  2.435  0.70
N  2.624  4.684  3.802  -0.21
O  1.921  6.539  1.882  -0.21
O  0.084  4.557  2.835  -0.24
H  2.677  -1.786  -0.309  0.06
H  2.625  -0.121  0.710  0.07
H  4.006  -1.421  1.046  0.10
H  4.607  -0.968  -1.728  0.13
H  3.778  0.708  -1.319  0.10
H  6.459  1.241  -1.798  0.14
H  7.298  1.479  -0.078  0.14
H  4.610  2.810  -1.217  0.12
H  6.186  3.645  -0.374  0.15
H  2.560  4.457  -0.774  0.14
H  0.938  4.806  0.128  0.10
H  1.092  1.757  -0.036  0.10
H  1.813  2.376  -1.765  0.13
H  -0.798  3.823  -0.753  0.09
H  -0.217  3.229  -2.545  0.12
H  -4.675  3.337  -1.299  0.14
H  -2.976  3.841  -0.659  0.12
H  -3.411  4.997  -2.913  0.10
H  -3.985  3.444  -3.836  0.09
H  -2.161  3.676  -3.422  0.06
H  -2.580  1.026  1.243  0.12
H  -0.797  1.534  1.583  0.11
H  -1.354  -0.351  3.331  0.09
H  -0.075  -1.038  2.106  0.08
H  -1.874  -1.540  1.845  0.09
H  3.111  5.586  4.055  0.00
H  2.374  6.587  0.980  0.09
H  0.103  4.118  3.744  0.09
C  -7.766  -2.586  1.744  -0.07
C  -7.261  -3.430  0.587  -0.22
O  -7.084  -2.626  -0.586  0.02
C  -5.946  -1.890  -0.627  -0.55
O  -5.076  -1.865  0.230  0.10
O  -5.951  -1.167  -1.774  0.00
C  -4.841  -0.284  -1.906  -0.06
H  -8.666  -2.034  1.456  0.08
H  -7.995  -3.213  2.610  0.08
H  -7.021  -1.842  2.045  0.07
H  -8.008  -4.192  0.340  0.12
H  -6.336  -3.957  0.844  0.12
H  -3.891  -0.813  -1.772  0.10
H  -4.930  0.536  -1.186  0.08
H  -4.859  0.138  -2.915  0.10
C  3.340  -8.178  0.261  -0.07
C  3.048  -7.131  1.321  -0.22
O  3.035  -5.819  0.746  0.02
C  1.897  -5.475  0.094  -0.55
O  0.902  -6.173  -0.033  0.11
O  2.062  -4.230  -0.417  -0.03
C  0.962  -3.775  -1.200  -0.05
H  4.259  -7.933  -0.282  0.08
H  3.447  -9.168  0.713  0.08
H  2.536  -8.225  -0.481  0.08
H  3.846  -7.142  2.071  0.12
H  2.109  -7.338  1.846  0.12
H  0.019  -3.859  -0.649  0.10
H  0.914  -4.339  -2.137  0.10
H  1.128  -2.721  -1.439  0.08

***

[6]
Computed, not measured: a cluster of 2 separate species, C3H10S in total at a distorted geometry, with ωB97M-V with the def2-TZVPD basis set.

Values from the calculation:
Largest force on an atom: 1.99 eV Å⁻¹
Kohn-Sham gap: 9.886 eV
Spin multiplicity: 1
SMILES: CCS.C

Last column: Löwdin charge in e.
Atoms and positions in Å:
C  -2.318  1.761  0.953  -0.04
H  -2.462  2.727  0.477  0.02
H  -1.269  1.484  0.868  0.00
H  -2.676  1.685  1.971  0.01
H  -2.883  1.034  0.365  0.02
C  1.480  0.035  -0.713  -0.17
C  1.731  -1.473  -0.513  -0.57
S  0.195  -2.522  -0.765  0.63
H  2.145  0.353  -1.514  0.06
H  0.460  0.223  -1.032  0.04
H  1.680  0.516  0.240  0.07
H  1.958  -1.746  0.513  0.04
H  2.476  -1.920  -1.157  0.05
H  -0.518  -2.156  0.309  -0.17